No. 1
A gas-phase ion, C4H5N2 (charge +1) in a non-equilibrium geometry, computed with the ωB97M-V functional and the def2-TZVPD basis.

```
11
Properties=species:S:1:pos:R:3:nbo_charge:R:1
C 2.545 -0.018 0.044 0.029
N 1.610 0.801 -0.192 -0.320
C 0.180 -0.003 -0.018 0.245
C -0.613 -1.048 0.069 -0.120
C -1.211 0.177 -0.107 0.311
N -2.346 0.811 -0.183 -0.700
H 2.398 -1.051 0.443 0.189
H 3.423 0.417 -0.069 0.205
H -0.578 -2.070 0.162 0.266
H -3.086 0.195 0.184 0.447
H -2.322 1.790 -0.332 0.448
```

The LUMO energy is -4.25 eV. The energy above the lowest of the compared OMol25 structures with the same formula, charge and spin comes out at 225.08 kJ/mol. For the molecular weight, the calculation gives 81.098 g mol⁻¹. Its orbital gap is 0.4176 Eh. Its charge is +1. Its SMILES is C=Nc1cc1=[NH2+].



No. 2
A gas-phase ion, C5H14ClN2 (charge +1) in a non-equilibrium geometry, computed with the ωB97M-V functional and the def2-TZVPD basis.

```
22
Properties=species:S:1:pos:R:3:nbo_charge:R:1
C -2.700 -0.901 -0.476 -0.638
C -1.761 -0.104 0.398 -0.411
C -0.308 -0.667 0.353 -0.481
C 0.700 0.373 0.636 0.333
N 0.337 1.387 1.409 -0.805
Cl 2.136 -0.634 1.569 -0.257
C 1.463 0.880 -0.684 -0.278
N 2.429 -0.121 -1.184 -0.716
H -2.824 -1.981 -0.089 0.225
H -3.736 -0.280 -0.402 0.231
H -2.711 -0.922 -1.584 0.232
H -1.811 0.939 0.174 0.218
H -2.086 -0.223 1.458 0.218
H -0.007 -1.193 -0.499 0.201
H -0.265 -1.398 1.072 0.251
H -0.368 1.163 2.099 0.413
H 1.201 1.956 1.717 0.414
H 1.867 1.863 -0.704 0.245
H 0.540 0.844 -1.418 0.242
H 2.755 -0.601 -0.332 0.455
H 3.142 0.457 -1.729 0.461
H 2.005 -0.836 -1.784 0.445
```

The LUMO energy is -3.51 eV. The energy above the lowest of the compared OMol25 structures with the same formula, charge and spin comes out at 47.55 kJ/mol. For the molecular weight, the calculation gives 137.634 g mol⁻¹. Its orbital gap is 0.3809 Eh. Its charge is +1. Its SMILES is CCC[C@@](N)(Cl)C[NH3+].



No. 3
A gas-phase ion, C8H12NO (charge +1) in a non-equilibrium geometry, computed with the ωB97M-V functional and the def2-TZVPD basis.

```
22
Properties=species:S:1:pos:R:3:nbo_charge:R:1
C 0.527 1.990 0.159 -0.372
C -0.110 0.569 -0.008 0.122
C -1.482 0.269 0.071 0.139
C -2.655 1.051 -0.005 -0.178
C -3.744 0.236 -0.025 -0.300
C -3.251 -1.049 -0.121 0.163
O -1.878 -1.100 0.076 -0.454
N 0.708 -0.655 -0.013 -0.405
C 1.358 -0.683 -1.293 -0.442
C 1.481 -0.631 1.240 -0.426
H 1.544 2.037 -0.076 0.204
H -0.137 2.826 0.071 0.233
H -2.666 2.172 0.038 0.253
H -4.830 0.440 0.044 0.269
H -3.890 -1.933 -0.121 0.233
H 0.021 -1.420 -0.018 0.469
H 0.422 -0.796 -2.001 0.243
H 1.855 0.284 -1.576 0.251
H 2.135 -1.531 -1.504 0.259
H 2.309 -1.288 1.035 0.230
H 1.690 0.434 1.582 0.265
H 0.907 -1.071 2.053 0.245
```

The LUMO energy (alpha / beta) is -4.49 / -4.33 eV. The energy above the lowest of the compared OMol25 structures with the same formula, charge and spin comes out at 269.85 kJ/mol. For the molecular weight, the calculation gives 138.190 g mol⁻¹. Its orbital gap (alpha / beta) is 0.2769 / 0.2713 Eh. Its charge is +1. Its SMILES is C=C(c1ccco1)[NH+](C)C.



No. 4
A molecular structure, C2H3I3O3S in a non-equilibrium geometry, computed with the ωB97M-V functional and the def2-TZVPD basis.

```
12
Properties=species:S:1:pos:R:3:nbo_charge:R:1
C -0.999 1.895 -0.408 -0.278
C 1.736 -1.787 0.404 -0.971
O -1.131 -0.331 1.252 -0.929
O -1.134 -1.289 -1.033 -0.928
O -0.072 0.855 -0.691 -0.696
S -0.454 -0.520 -0.012 2.118
I 0.957 -2.717 2.043 0.379
I 1.684 -2.657 -1.442 0.395
I 3.097 -0.241 0.784 0.319
H -1.791 1.632 0.213 0.210
H -1.315 2.415 -1.248 0.195
H -0.577 2.745 0.137 0.185
```

The LUMO energy (alpha / beta) is -1.51 / -1.51 eV. For the molecular weight, the calculation gives 487.822 g mol⁻¹. Its orbital gap (alpha / beta) is 0.2684 / 0.2682 Eh.



No. 5
A molecular structure, C24H46BCl2LaN4O4Si in a non-equilibrium geometry, computed with the ωB97M-V functional and the def2-TZVPD basis.

```
83
Properties=species:S:1:pos:R:3:mulliken_charge:R:1
C -2.006 -0.267 -5.079 -2.018
C -1.467 -1.034 -3.919 0.598
H -1.223 0.338 -5.552 0.271
H -2.817 0.376 -4.777 0.412
H -2.364 -0.966 -5.843 0.446
C -0.786 -2.167 -4.179 0.268
C -0.253 -2.477 -5.537 -1.722
H -0.659 -2.970 -3.442 0.615
H 0.382 -1.667 -5.952 0.294
H -1.049 -2.623 -6.295 0.466
H 0.347 -3.407 -5.495 0.382
La 2.307 1.159 1.776 1.903
Cl 3.037 3.297 0.389 -0.666
C 0.383 -1.496 2.988 0.124
O 1.515 -0.946 2.986 -0.779
N 0.254 -2.821 3.061 0.401
C 1.475 -3.611 2.998 -0.993
C -0.979 -3.495 3.448 -0.898
H -0.546 -0.913 2.906 0.319
H 2.320 -2.922 3.100 0.239
H 1.533 -4.134 2.034 0.224
H 1.449 -4.347 3.808 0.386
H -1.759 -2.764 3.700 0.269
H -0.768 -4.128 4.323 0.343
H -1.341 -4.140 2.643 0.267
H -0.136 2.234 5.626 0.190
H -0.338 5.185 5.445 0.328
C 0.593 2.942 6.036 -0.806
C 0.516 5.081 4.766 -0.992
N 1.167 3.791 4.999 0.253
H 1.386 2.397 6.547 0.267
C 2.142 3.395 4.179 0.090
O 2.742 2.284 4.196 -0.854
H 0.170 5.133 3.718 0.365
H 2.371 4.158 3.410 0.455
H 0.061 3.584 6.742 0.356
H 1.221 5.910 4.935 0.328
H 1.502 0.221 -2.854 0.071
H 2.053 -2.522 -3.228 0.152
C 2.607 0.208 -2.756 -0.693
C 3.086 -2.250 -2.945 -0.727
N 3.068 -1.035 -2.121 0.205
H 2.905 1.077 -2.146 0.270
C 3.414 -1.092 -0.818 0.230
O 3.533 -0.098 -0.061 -0.695
H 3.533 -3.064 -2.360 0.318
H 3.583 -2.129 -0.462 0.252
H 3.047 0.243 -3.767 0.328
H 3.691 -2.075 -3.849 0.325
O -0.970 0.693 -2.197 -0.062
C -1.725 -0.515 -2.527 -0.381
C -0.121 -2.007 -1.311 0.320
C -1.444 -1.632 -1.512 0.818
H 0.668 -1.411 -1.761 -0.020
C 0.218 -3.148 -0.584 -0.692
H -2.775 -0.237 -2.437 0.836
C -2.442 -2.304 -0.795 -0.878
H 1.259 -3.449 -0.449 0.345
C -0.802 -3.948 -0.047 -1.179
C -2.125 -3.459 -0.068 -0.607
H -3.471 -1.923 -0.864 0.399
H -0.580 -4.906 0.448 0.524
H -2.913 -3.998 0.463 0.432
Si -1.383 2.278 -2.216 0.399
Cl 0.580 -0.076 0.520 -0.368
C 0.304 3.074 -2.279 -0.650
C -2.043 2.791 -0.537 -0.759
C -2.502 2.824 -3.587 -1.191
H 0.884 2.699 -3.134 0.215
H 0.900 2.893 -1.366 -0.065
H 0.022 4.134 -2.391 0.394
H -2.041 2.641 -4.562 0.294
H -2.592 3.912 -3.474 0.397
H -3.522 2.445 -3.459 0.337
H -1.519 2.330 0.323 -0.035
H -3.131 2.672 -0.425 0.340
H -1.753 3.852 -0.555 0.317
B -2.051 1.234 4.185 0.679
C -0.851 1.711 3.355 -0.280
N 0.078 2.052 2.736 -0.453
H -1.624 0.467 5.035 -0.188
H -2.854 0.666 3.447 -0.224
H -2.577 2.195 4.705 -0.183
```

The LUMO energy is 0.17 eV. The energy above the lowest of the compared OMol25 structures with the same formula, charge and spin comes out at 69.47 kJ/mol. For the molecular weight, the calculation gives 703.366 g mol⁻¹. Its orbital gap is 0.3216 Eh.



No. 6
C7H8ClNO2S in the gas phase in a non-equilibrium geometry, computed with the ωB97M-V functional and the def2-TZVPD basis.

```
20
Properties=species:S:1:pos:R:3:nbo_charge:R:1
C -1.281 -0.560 -0.598 -0.036
C -0.472 0.514 -0.835 -0.230
C 0.825 0.388 -0.553 -0.252
C 0.301 -1.503 1.091 0.181
C -0.831 -1.777 0.003 -0.531
C 0.083 -0.523 2.093 -0.197
C -0.955 1.644 -1.593 -0.615
N 1.295 -2.323 1.068 -0.554
O 2.098 2.295 0.826 -0.856
O 3.193 1.564 -1.304 -0.837
S 1.981 1.683 -0.504 1.906
Cl -1.421 0.255 2.305 0.069
H -2.407 -0.457 -0.866 0.209
H -1.668 -2.284 0.272 0.237
H -0.201 -2.320 -0.715 0.264
H 0.967 -0.209 2.695 0.229
H -1.968 1.300 -2.038 0.221
H -0.233 1.921 -2.384 0.230
H -1.077 2.571 -0.946 0.234
H 1.773 -2.179 1.984 0.326
```

The LUMO energy (alpha / beta) is -1.64 / -1.52 eV. The energy above the lowest of the compared OMol25 structures with the same formula, charge and spin comes out at 320.45 kJ/mol. For the molecular weight, the calculation gives 205.666 g mol⁻¹. Its orbital gap (alpha / beta) is 0.2504 / 0.2691 Eh.



No. 7
C20H21FN6O2S in the gas phase in a non-equilibrium geometry, computed with the ωB97M-V functional and the def2-TZVPD basis.

```
51
Properties=species:S:1:pos:R:3:nbo_charge:R:1
C -3.410 0.541 -0.025 -0.423
N -2.870 -0.497 0.803 -0.354
C -2.233 -0.389 2.008 0.341
C -1.892 0.908 2.640 -0.262
N -1.001 1.610 1.734 -0.625
C -0.289 2.722 2.122 0.170
C 0.789 3.141 1.333 -0.235
C 1.490 4.288 1.637 -0.256
C 1.114 5.027 2.745 0.345
F 1.802 6.154 3.053 -0.332
C 0.056 4.641 3.545 -0.242
C -0.644 3.491 3.233 -0.276
N -1.861 -1.564 2.426 -0.272
N -2.235 -2.473 1.511 -0.370
C -2.827 -1.828 0.535 0.191
S -3.422 -2.518 -0.946 0.288
C -2.344 -3.991 -1.039 -0.607
C -0.916 -3.523 -1.256 0.653
O -0.431 -3.318 -2.344 -0.595
N -0.221 -3.391 -0.088 -0.483
N 0.984 -2.688 -0.106 -0.449
C 0.990 -1.330 -0.100 0.707
O -0.011 -0.673 0.104 -0.660
C 2.357 -0.731 -0.358 -0.532
C 2.538 -0.723 -1.856 0.074
C 1.846 0.202 -2.628 -0.241
C 1.960 0.188 -4.006 -0.182
C 2.764 -0.753 -4.626 -0.213
C 3.454 -1.678 -3.863 -0.195
C 3.338 -1.667 -2.484 -0.249
H -3.327 0.237 -1.068 0.231
H -2.845 1.456 0.138 0.244
H -4.464 0.709 0.212 0.208
H -1.426 0.700 3.613 0.221
H -2.799 1.506 2.802 0.201
H -0.505 0.989 1.103 0.425
H 1.066 2.552 0.471 0.207
H 2.321 4.613 1.031 0.228
H -0.212 5.237 4.403 0.226
H -1.470 3.193 3.859 0.214
H -2.468 -4.563 -0.122 0.251
H -2.696 -4.544 -1.908 0.260
H -0.762 -3.300 0.783 0.437
H 1.767 -3.189 -0.507 0.401
H 2.374 0.285 0.038 0.240
H 3.132 -1.324 0.128 0.229
H 1.210 0.929 -2.144 0.215
H 1.415 0.909 -4.597 0.213
H 2.850 -0.767 -5.702 0.215
H 4.082 -2.415 -4.341 0.215
H 3.884 -2.391 -1.894 0.203
```

The LUMO energy is 0.59 eV. For the molecular weight, the calculation gives 428.493 g mol⁻¹. Its orbital gap is 0.3099 Eh. Its SMILES is Cn1c(CNc2ccc(F)cc2)nnc1SCC(=O)NNC(=O)Cc1ccccc1.